No. 1
Molecular formula: C30H96HgN8O21
Method: DFT, ωB97M-V with the def2-TZVPD basis set

DFT total energy, Ha: -3371.7602

ORCA input file:
```
! wB97M-V def2-TZVPD RIJCOSX def2/J DEFGRID3
* xyz 0 1
Hg -0.472 -1.339 0.688
N -0.363 3.934 1.587
O -0.802 4.870 0.967
O 0.812 3.914 1.962
O -1.181 2.950 1.892
N -2.634 0.092 -2.681
O -2.029 -1.009 -2.638
O -3.618 0.283 -1.970
O -2.282 0.974 -3.473
C -5.023 -6.302 0.411
C -3.552 -6.181 0.757
C -3.329 -5.835 2.198
O -3.698 -4.500 2.459
C -3.767 -4.309 3.898
N -3.090 -7.592 0.610
H -5.508 -5.359 0.510
H -5.479 -7.079 1.122
H -5.104 -6.588 -0.633
H -2.908 -5.474 0.226
H -2.256 -5.907 2.375
H -3.798 -6.513 2.940
H -4.743 -4.616 4.267
H -3.638 -3.239 4.132
H -2.950 -4.837 4.380
H -2.126 -7.780 0.805
H -3.363 -8.010 -0.255
C 1.848 -4.991 0.766
C 0.931 -3.969 1.286
C 1.107 -3.902 2.768
O 0.249 -2.894 3.245
C 0.189 -2.558 4.582
N 1.230 -2.636 0.768
H 1.514 -5.999 0.889
H 2.871 -4.897 1.094
H 1.964 -4.836 -0.301
H -0.098 -4.222 1.024
H 2.111 -3.626 3.139
H 0.891 -4.891 3.121
H -0.647 -1.859 4.763
H 1.092 -2.010 4.888
H 0.030 -3.402 5.213
H 1.873 -2.158 1.513
H 1.680 -2.638 -0.148
C 4.023 3.180 -0.287
C 4.231 3.751 -1.653
C 5.492 3.185 -2.301
O 6.658 3.759 -1.727
C 7.879 3.175 -2.137
N 3.043 3.352 -2.464
H 5.056 3.000 0.176
H 3.477 2.260 -0.331
H 3.576 3.781 0.482
H 4.340 4.817 -1.530
H 5.527 3.435 -3.444
H 5.505 2.140 -2.155
H 8.163 3.580 -3.110
H 7.694 2.105 -2.183
H 8.624 3.314 -1.340
H 3.112 3.562 -3.515
H 2.143 3.652 -2.095
C -7.611 1.830 -1.489
C -7.460 2.431 -2.858
C -5.970 2.706 -3.180
O -5.900 3.303 -4.465
C -4.630 3.221 -5.074
N -8.233 1.641 -3.816
H -6.876 2.272 -0.812
H -7.458 0.734 -1.567
H -8.647 1.929 -1.152
H -7.921 3.451 -2.842
H -5.328 1.838 -3.148
H -5.583 3.421 -2.404
H -3.923 3.883 -4.591
H -4.801 3.418 -6.098
H -4.219 2.222 -5.058
H -7.897 0.696 -3.860
H -8.090 2.040 -4.758
C 4.932 -0.567 1.475
C 4.209 -1.603 2.323
C 4.754 -1.717 3.707
O 6.116 -2.141 3.738
C 6.676 -2.030 5.042
N 2.843 -1.182 2.513
H 4.438 -0.215 0.628
H 5.958 -0.740 1.265
H 5.031 0.291 2.146
H 4.176 -2.604 1.811
H 4.142 -2.356 4.357
H 4.679 -0.774 4.189
H 6.136 -2.730 5.727
H 6.558 -1.060 5.412
H 7.746 -2.301 4.988
H 2.718 -0.231 2.194
H 2.543 -1.181 3.514
C -4.824 -0.646 0.783
C -3.577 -1.535 0.804
C -3.477 -2.601 -0.250
O -2.250 -3.272 -0.401
C -2.185 -4.011 -1.669
N -2.430 -0.562 0.696
H -4.905 -0.110 -0.218
H -4.682 0.182 1.519
H -5.706 -1.236 0.912
H -3.434 -2.057 1.758
H -3.799 -2.139 -1.206
H -4.241 -3.347 0.130
H -3.110 -4.569 -1.860
H -1.332 -4.609 -1.436
H -1.953 -3.365 -2.561
H -2.436 0.068 1.582
H -2.457 0.044 -0.144
O -0.937 0.519 3.111
H -0.210 0.428 3.762
H -1.064 1.447 2.904
O 1.983 0.345 0.204
H 1.404 1.066 0.281
H 2.079 0.294 -0.787
O -0.412 1.728 -0.760
H -0.334 1.729 -1.737
H -1.239 2.254 -0.627
O 2.272 0.425 -2.371
H 1.516 0.569 -2.902
H 2.600 1.335 -2.287
O -2.983 2.624 0.022
H -3.644 3.194 -0.475
H -2.384 3.196 0.526
O 0.340 -1.816 -1.962
H 1.204 -1.418 -2.190
H -0.255 -1.344 -2.632
C 2.756 7.163 -1.347
C 1.459 6.579 -0.823
O 1.604 5.201 -0.696
H 3.007 6.733 -2.295
H 3.579 6.736 -0.733
H 2.771 8.248 -1.334
H 0.602 6.770 -1.585
H 1.088 7.049 0.097
H 0.789 4.902 -0.190
C 3.838 2.758 3.642
C 2.714 2.195 4.523
O 1.507 1.934 3.853
H 3.574 3.723 3.250
H 4.079 2.263 2.710
H 4.746 2.797 4.283
H 2.599 2.895 5.285
H 3.077 1.246 4.923
H 1.284 2.721 3.236
C 1.196 0.268 -6.261
C 1.063 1.523 -5.359
O 0.387 1.133 -4.186
H 1.335 0.558 -7.285
H 0.277 -0.250 -6.343
H 2.050 -0.357 -5.993
H 0.505 2.223 -5.902
H 1.994 2.005 -5.089
H -0.603 1.174 -4.287
*
```

Atomic partial charges in e from the Löwdin method, atoms 1 to 4: 1.38 -0.53 0.04 0.01

No. 2
Molecular formula: C31H105ClFN2O25P2S
Method: DFT, ωB97M-V with the def2-TZVPD basis set

DFT total energy, Ha: -4874.9851

ORCA input file:
```
! wB97M-V def2-TZVPD RIJCOSX def2/J DEFGRID3
* xyz 1 1
C -1.403 0.349 -1.875
C -0.110 -0.205 -2.431
F -0.310 -1.521 -2.859
C 0.349 0.606 -3.654
C 1.833 0.555 -4.053
P 2.088 0.484 -5.973
O 1.634 -1.062 -6.116
Cl 0.347 1.419 -6.627
C 2.485 -0.728 -3.548
O 3.821 -0.786 -4.043
C 4.600 0.149 -3.340
C 4.200 1.599 -3.626
C 4.789 2.121 -4.959
C 5.628 3.419 -4.818
C 5.132 4.557 -5.674
O 5.040 5.686 -5.308
O 4.777 4.156 -6.915
N 2.657 1.767 -3.477
S 2.271 2.046 -1.729
P 2.138 3.430 -4.164
N 0.914 4.007 -3.442
H -2.195 0.201 -2.617
H -1.321 1.426 -1.706
H -1.685 -0.156 -0.951
H 0.643 -0.242 -1.641
H -0.226 0.191 -4.486
H 0.010 1.634 -3.534
H 2.019 -1.476 -6.903
H 2.527 -0.770 -2.454
H 1.934 -1.593 -3.901
H 4.571 -0.065 -2.262
H 5.636 0.021 -3.659
H 4.609 2.202 -2.813
H 5.440 1.335 -5.346
H 4.042 2.243 -5.739
H 5.673 3.787 -3.792
H 6.653 3.229 -5.150
H 4.928 4.884 -7.539
H 2.832 0.887 -1.350
H 3.350 4.053 -3.869
H 2.117 3.162 -5.537
H 0.079 4.123 -4.008
C -1.625 0.356 2.417
O -1.883 -0.552 1.355
H -1.514 1.350 1.984
H -2.456 0.382 3.126
H -0.702 0.101 2.948
H -1.997 -1.425 1.756
C -0.315 -0.304 -10.010
O -0.332 -1.126 -8.849
H -0.184 -0.958 -10.869
H -1.254 0.243 -10.127
H 0.511 0.412 -9.989
H -0.437 -0.555 -8.082
C -5.834 0.642 3.124
O -4.827 1.534 3.586
H -5.359 -0.059 2.437
H -6.284 0.090 3.951
H -6.620 1.185 2.595
H -5.256 2.160 4.178
C 4.250 -3.181 -1.366
O 2.918 -2.975 -0.889
H 4.753 -2.215 -1.345
H 4.807 -3.872 -0.729
H 4.247 -3.561 -2.391
H 2.484 -3.834 -0.889
C -8.038 1.686 6.232
O -8.154 1.834 4.823
H -7.017 1.944 6.512
H -8.726 2.348 6.765
H -8.233 0.654 6.539
H -9.062 1.607 4.583
C -9.898 5.022 7.175
O -10.072 4.062 8.227
H -9.821 4.472 6.238
H -10.757 5.696 7.126
H -8.986 5.595 7.325
H -10.138 4.558 9.048
C -5.438 4.983 8.191
O -6.725 5.206 8.754
H -4.887 5.917 8.280
H -4.891 4.205 8.729
H -5.513 4.707 7.134
H -7.233 4.392 8.673
C -4.490 1.045 -0.485
O -4.581 1.214 -1.901
H -3.473 1.277 -0.186
H -5.177 1.718 0.033
H -4.707 0.013 -0.200
H -5.485 1.000 -2.150
C -3.732 8.821 8.261
O -3.952 7.877 9.299
H -3.635 8.257 7.334
H -4.569 9.518 8.160
H -2.813 9.391 8.416
H -4.042 8.356 10.128
C -7.002 7.286 5.158
O -7.448 6.902 6.448
H -7.800 7.046 4.458
H -6.798 8.359 5.097
H -6.102 6.740 4.860
H -6.758 7.099 7.089
C 3.291 -4.423 2.014
O 3.094 -5.411 0.999
H 3.354 -3.442 1.553
H 2.448 -4.435 2.709
H 4.213 -4.637 2.550
H 3.016 -6.263 1.447
C -11.859 2.181 5.889
O -11.360 2.187 4.547
H -12.024 1.144 6.174
H -11.136 2.627 6.571
H -12.806 2.721 5.951
H -11.220 3.104 4.292
C 3.095 -7.613 -1.864
O 3.955 -6.685 -1.224
H 3.717 -8.288 -2.449
H 2.526 -8.205 -1.141
H 2.393 -7.118 -2.542
H 3.448 -6.059 -0.682
C 0.582 -8.255 2.660
O 1.535 -7.304 3.124
H 1.115 -8.952 2.017
H 0.139 -8.816 3.486
H -0.214 -7.781 2.081
H 1.080 -6.682 3.699
C -3.743 -3.358 3.484
O -2.519 -2.765 3.057
H -4.440 -3.271 2.655
H -3.610 -4.415 3.724
H -4.157 -2.837 4.349
H -1.880 -2.819 3.774
C -1.817 1.446 -13.258
O -0.884 2.465 -12.922
H -1.293 0.725 -13.881
H -2.189 0.939 -12.363
H -2.665 1.847 -13.818
H -1.334 3.118 -12.379
C 7.053 -5.146 3.079
O 5.885 -5.078 3.895
H 7.513 -4.159 3.079
H 7.775 -5.865 3.474
H 6.804 -5.416 2.051
H 5.488 -5.958 3.890
C 7.507 8.307 -3.647
O 7.291 7.276 -4.596
H 8.579 8.488 -3.606
H 7.012 9.238 -3.937
H 7.167 8.021 -2.647
H 6.347 7.094 -4.652
C 8.850 -3.696 0.066
O 7.591 -3.937 -0.537
H 8.723 -2.888 0.784
H 9.228 -4.573 0.598
H 9.595 -3.386 -0.672
H 7.693 -4.640 -1.202
C 7.040 -7.419 -2.033
O 6.872 -6.010 -2.106
H 7.928 -7.720 -2.585
H 7.153 -7.751 -0.997
H 6.176 -7.926 -2.467
H 6.039 -5.822 -1.647
C 6.137 -8.905 2.099
O 5.557 -7.606 2.118
H 6.774 -8.981 2.978
H 5.377 -9.689 2.150
H 6.751 -9.057 1.208
H 4.996 -7.511 1.341
*
```

Atomic partial charges in e from the Löwdin method, atoms 1 to 4: -0.03 -0.39 -0.01 -0.19

Question: The lowest DFT total energy belongs to which entry?
Answer: C31H105ClFN2O25P2S

Question: What is the DFT total energy in the second record?
Answer: -4874.9851 Ha

Question: Look up the DFT total energy of the second one.
Answer: -4874.9851 Ha

Question: What is the formula in the second record?
Answer: C31H105ClFN2O25P2S